Entry 1:
Entry from the Open Molecules 2025 dataset: C23H47BrInO19 as an isolated structure (wB97M-V/def2-TZVPD).

The geometry in XYZ format:
```
91
Properties=species:S:1:pos:R:3:forces:R:3
O 7.1660 -1.1125 0.7181 -0.435 0.217 0.090
C 6.0263 -0.6981 0.6164 0.432 -0.138 -0.364
O 5.6090 -0.1901 -0.6010 0.000 0.525 0.222
C 4.9653 -0.6539 1.6200 0.440 -0.203 0.128
In 3.2268 -1.9913 1.1938 -0.389 0.292 0.476
Br 4.0748 -3.9627 -0.2674 -0.018 0.045 -0.181
C 1.5652 -0.9939 0.1044 0.092 -0.144 -0.273
O 0.9410 0.0902 0.8084 0.066 0.179 0.126
O 1.8718 0.6619 1.7575 -0.054 0.005 -0.032
H 6.4100 0.0958 -1.0628 -0.030 -0.434 -0.038
H 5.3818 -0.9721 2.5775 -0.067 0.058 -0.088
H 4.5944 0.3692 1.6975 -0.211 -0.154 -0.079
H 2.6529 -2.6608 2.7132 0.088 -0.065 -0.067
H 0.7479 -1.7047 -0.0576 0.084 -0.029 0.061
H 1.8833 -0.6302 -0.8771 0.027 0.055 -0.050
H 2.2817 1.3793 1.2508 -0.048 -0.167 -0.086
C -0.6564 1.2987 3.7995 0.182 0.063 0.125
C -1.3712 0.9226 5.0753 -0.238 -0.063 -0.188
O -0.4865 0.9122 6.2174 0.049 -0.020 0.018
C -0.1825 2.0956 6.7180 -0.006 -0.009 0.022
O -0.6060 3.1654 6.3535 0.010 0.067 -0.013
O 0.6735 1.9199 7.7297 0.019 -0.022 0.000
C 1.1310 3.1281 8.3350 0.023 -0.011 0.055
H 0.1996 0.6506 3.6211 -0.040 -0.047 -0.048
H -1.3349 1.2055 2.9520 -0.013 -0.028 -0.011
H -0.3004 2.3277 3.8421 -0.052 0.020 -0.006
H -1.7456 -0.0974 5.0239 0.049 -0.030 0.046
H -2.2091 1.5873 5.2869 0.048 0.059 0.024
H 0.2927 3.7475 8.6475 -0.014 0.014 -0.015
H 1.7577 3.6878 7.6422 -0.025 0.021 -0.020
H 1.7142 2.8199 9.1975 0.012 -0.011 -0.004
C -2.3435 6.0111 6.2700 -0.213 -0.122 -0.031
C -1.8923 6.4180 4.8870 0.219 0.138 0.097
O -2.6343 5.7420 3.8548 -0.012 -0.032 -0.027
C -3.8473 6.2179 3.6130 -0.047 -0.074 0.038
O -4.3680 7.1682 4.1409 -0.001 0.056 0.006
O -4.4127 5.4561 2.6729 0.012 -0.014 -0.021
C -5.7533 5.8189 2.3412 -0.014 -0.018 -0.064
H -2.2785 4.9297 6.3756 0.080 0.003 0.038
H -1.6971 6.4708 7.0181 0.029 0.004 -0.004
H -3.3695 6.3269 6.4575 0.022 0.069 -0.020
H -0.8617 6.1154 4.7165 -0.016 -0.062 -0.039
H -1.9697 7.4943 4.7330 -0.076 -0.002 -0.009
H -5.8135 6.8702 2.0684 -0.001 0.020 0.016
H -6.4198 5.6230 3.1798 0.005 0.032 0.024
H -6.0235 5.1935 1.4960 0.004 -0.014 0.002
C 4.7680 -4.2626 -4.3191 -0.010 -0.067 -0.168
C 3.5032 -3.4507 -4.1817 0.145 0.110 0.324
O 2.6438 -3.5659 -5.3443 0.034 0.057 -0.001
C 1.9582 -4.6955 -5.4330 -0.097 0.040 -0.022
O 1.9849 -5.6183 -4.6624 0.012 -0.113 -0.035
O 1.1882 -4.6270 -6.5273 0.015 -0.019 -0.058
C 0.3872 -5.7884 -6.7554 -0.060 0.028 -0.019
H 5.2979 -3.9932 -5.2350 0.034 0.039 0.031
H 5.4103 -4.0658 -3.4616 -0.016 0.011 0.030
H 4.5454 -5.3281 -4.3459 -0.010 0.004 0.050
H 3.7262 -2.3875 -4.1219 -0.032 0.022 -0.038
H 2.9519 -3.7311 -3.2850 -0.025 -0.070 -0.044
H -0.2157 -6.0186 -5.8797 0.002 -0.007 0.021
H 1.0166 -6.6424 -7.0017 0.006 -0.015 0.039
H -0.2544 -5.5394 -7.5952 0.007 0.006 -0.013
C -1.3212 2.3455 -1.4727 -0.033 -0.140 -0.053
C 0.1547 2.5550 -1.7234 -0.015 0.184 0.100
O 0.7632 1.3979 -2.3143 0.064 -0.039 0.005
C 0.5656 1.2284 -3.6138 -0.110 -0.054 0.081
O -0.0201 1.9762 -4.3569 -0.006 0.053 -0.056
O 1.1239 0.0707 -3.9638 0.090 -0.052 0.036
C 0.9676 -0.2886 -5.3357 0.048 -0.077 -0.069
H -1.4725 1.4513 -0.8677 0.027 0.020 0.046
H -1.7303 3.2027 -0.9370 0.004 0.015 0.015
H -1.8635 2.2308 -2.4108 0.014 0.035 -0.014
H 0.6874 2.6842 -0.7848 0.024 -0.052 0.029
H 0.3393 3.4238 -2.3561 -0.025 -0.043 -0.058
H 1.3329 0.5034 -5.9860 -0.026 0.022 -0.012
H -0.0800 -0.4913 -5.5553 -0.015 0.068 -0.041
H 1.5542 -1.1932 -5.4696 0.000 -0.010 -0.022
C -4.5998 -5.3450 -1.9904 0.123 -0.020 0.016
C -4.5557 -3.8422 -2.1619 -0.194 0.018 -0.005
O -3.2398 -3.3147 -1.9520 0.030 0.016 0.020
C -2.3903 -3.4757 -2.9694 0.025 -0.088 0.052
O -2.6573 -3.9831 -4.0315 -0.006 0.012 -0.051
O -1.2131 -2.9898 -2.6085 -0.020 0.071 -0.017
C -0.1810 -3.1363 -3.5915 0.166 0.048 0.015
H -4.2055 -5.6254 -1.0134 -0.037 0.000 0.017
H -5.6292 -5.6972 -2.0661 -0.016 0.006 0.005
H -4.0071 -5.8399 -2.7578 -0.015 0.014 -0.025
H -5.1656 -3.3482 -1.4077 0.028 0.019 0.021
H -4.9127 -3.5419 -3.1468 0.047 -0.029 -0.033
H -0.4941 -2.7117 -4.5427 -0.045 -0.049 -0.023
H 0.0686 -4.1882 -3.7126 -0.049 -0.038 -0.008
H 0.6798 -2.5963 -3.2088 -0.052 0.037 0.097
```
Positions in Å, forces in eV/Å.

Charge ... -1
DFT total energy ... -5098.355090 Eh
Maximum force ... 0.68 eV/A
HOMO energy ... -5.4 eV
Molar mass ... 822.332 g/mol

Entry 2:
Entry from the Open Molecules 2025 dataset: one molecule with the formula C3H7NO at a distorted geometry (wB97M-V/def2-TZVPD).

The geometry in XYZ format:
```
12
Properties=species:S:1:pos:R:3:forces:R:3
C 0.6044 -0.3148 -0.4545 -0.111 0.236 0.127
N -0.3170 -1.3635 -0.7901 -0.123 -0.408 -0.181
C 0.0608 0.7051 0.4992 -1.061 1.141 0.542
C -1.1921 1.1762 0.5735 0.868 -0.270 -0.077
O 1.7020 -0.9302 0.1780 0.928 0.064 -0.245
H 2.4870 -0.4346 -0.1043 -0.215 -0.458 0.307
H 0.9529 0.1815 -1.3667 -0.173 0.008 -0.127
H -0.4234 -1.9299 0.0482 -0.104 -0.025 -0.118
H -1.2271 -0.9761 -1.0077 -0.015 -0.035 -0.022
H 0.7850 1.1043 1.2083 0.008 -0.080 -0.112
H -1.9777 0.8630 -0.1054 -0.015 -0.049 0.057
H -1.4550 1.9191 1.3217 0.013 -0.124 -0.151
```
Positions in Å, forces in eV/Å.

SMILES string ... C=C[C@H](N)O
DFT total energy ... -248.462023 Eh
Maximum force ... 1.65 eV/A
HOMO energy ... -9.5 eV
Relative energy (zero: lowest compared OMol25 entry of this formula, charge and spin) ... 169.3 kJ/mol
Molar mass ... 73.095 g/mol

Entry 3:
Entry from the Open Molecules 2025 dataset: a 2-piece molecular cluster, C4H11N2 overall at a distorted geometry (wB97M-V/def2-TZVPD).

The geometry in XYZ format:
```
17
Properties=species:S:1:pos:R:3:forces:R:3
C 0.2761 2.1027 1.7632 1.450 -0.468 -0.799
C -0.4469 0.9832 1.1315 0.919 -2.952 1.084
C 0.2290 -0.2428 0.7716 1.115 0.171 -0.356
C -0.3140 -1.4536 0.2925 0.488 1.136 -0.058
N 0.2296 -2.7280 0.0684 2.685 0.797 -0.276
N -0.1254 1.0198 -3.2687 -3.150 -3.627 3.133
H 1.3519 1.8252 1.8876 -0.821 0.439 -0.176
H -0.1319 2.3568 2.7358 -0.382 0.079 0.053
H -1.5187 0.9366 1.3326 -0.097 0.154 -0.920
H -0.9016 0.6000 -3.8030 0.912 0.661 0.805
H 1.3290 -0.3233 0.8928 -0.626 0.638 0.189
H -1.2743 -1.3149 -0.1176 -1.870 -0.445 0.247
H 1.2418 -2.7351 -0.3877 -2.463 0.307 1.765
H 0.2345 -3.3226 0.9278 -0.293 0.353 -1.043
H 0.4316 1.6262 -3.7194 2.126 2.526 -1.435
H 0.2190 2.9991 1.1159 -0.104 -0.199 0.254
H -0.1763 0.9728 -2.2148 0.110 0.430 -2.467
```
Positions in Å, forces in eV/Å.

Charge ... +1
DFT total energy ... -268.146290 Eh
Maximum force ... 5.74 eV/A
HOMO energy ... -12.3 eV
Relative energy (zero: lowest compared OMol25 entry of this formula, charge and spin) ... 416.4 kJ/mol
Molar mass ... 87.146 g/mol

Entry 4:
Entry from the Open Molecules 2025 dataset: one molecule with the formula C4H6N2O at a distorted geometry (wB97M-V/def2-TZVPD).

The geometry in XYZ format:
```
13
Properties=species:S:1:pos:R:3:forces:R:3
C 2.0948 -0.2042 0.0278 0.278 -0.042 0.212
C 0.6194 -0.2390 -0.0884 0.218 -0.454 0.294
N -0.0085 -0.8659 -1.0216 1.320 -0.321 0.682
C -1.4066 -0.5272 -0.9605 1.159 0.227 -0.201
C -1.5197 0.2527 0.1938 0.455 0.077 -0.452
O -2.5347 0.8114 0.8925 -0.005 -0.145 -0.481
N -0.2745 0.3863 0.7399 -0.066 -0.011 0.087
H 2.5020 -0.7585 -0.8212 -0.087 0.077 0.180
H 2.4251 -0.6853 0.9484 0.175 0.040 0.054
H 2.4935 0.8142 -0.0045 -0.073 -0.075 0.065
H -0.9778 -0.3349 -2.0059 -3.238 0.554 -0.473
H -3.3637 0.5714 0.4606 0.058 0.015 -0.004
H -0.0492 0.7790 1.6390 -0.193 0.059 0.035
```
Positions in Å, forces in eV/Å.

SMILES string ... Cc1ncc(O)[nH]1
DFT total energy ... -340.673269 Eh
Maximum force ... 3.32 eV/A
HOMO energy ... -8.0 eV
Relative energy (zero: lowest compared OMol25 entry of this formula, charge and spin) ... 319.4 kJ/mol
Molar mass ... 98.105 g/mol

Entry 5:
Entry from the Open Molecules 2025 dataset: C3H5NO2 as an isolated structure at a distorted geometry (wB97M-V/def2-TZVPD).

The geometry in XYZ format:
```
11
Properties=species:S:1:pos:R:3:forces:R:3
O 0.0209 1.5413 -0.2667 -0.035 0.098 0.180
C 0.5237 0.8516 0.5965 0.031 -0.387 0.281
N 0.0273 -1.0149 0.2515 -0.749 0.810 -1.555
C -0.9482 -0.8134 -0.7199 -0.235 -1.743 0.319
O -2.1096 -1.1846 -0.5942 -0.186 0.248 -0.325
C 2.0144 0.7439 0.7717 -0.057 1.615 0.145
H 0.1024 -2.0298 0.1738 0.498 -0.037 0.967
H -0.6442 -0.5465 -1.7600 0.095 0.846 0.395
H 2.3048 -0.1548 1.2980 0.199 -0.232 -0.475
H 2.3540 0.9689 -0.2503 0.719 -0.863 0.146
H 2.3647 1.6211 1.3586 -0.281 -0.355 -0.079
```
Positions in Å, forces in eV/Å.

Charge ... -1
DFT total energy ... -322.464434 Eh
Maximum force ... 1.91 eV/A
⟨S²⟩ ... 0.75
HOMO energy (alpha / beta) ... -1.9 / -3.4 eV
Relative energy (zero: lowest compared OMol25 entry of this formula, charge and spin) ... 220.5 kJ/mol
Multiplicity ... 2
Molar mass ... 87.078 g/mol

Entry 6:
Entry from the Open Molecules 2025 dataset: C5H6O2 as an isolated structure (wB97M-V/def2-TZVPD).

The geometry in XYZ format:
```
13
Properties=species:S:1:pos:R:3:forces:R:3
C -1.5511 -0.6862 0.0039 0.034 -0.023 -0.020
C -0.2351 -0.0210 0.2389 -0.360 0.066 0.019
C 0.1741 1.3813 0.0245 -0.094 0.117 0.254
C 0.9655 0.2593 -0.6440 0.172 -0.200 -0.465
C 1.6723 -0.5687 0.3651 0.500 -0.247 -0.132
O 2.6843 -1.1991 0.3690 -0.445 0.399 0.374
O 0.6189 -0.6166 1.2623 0.043 -0.125 0.034
H -2.1883 -0.6117 0.8926 0.162 0.044 -0.123
H -1.3953 -1.7454 -0.2152 -0.053 0.095 -0.003
H -2.0768 -0.2187 -0.8343 0.131 -0.059 0.116
H 0.6164 1.9445 0.8389 0.049 -0.089 -0.027
H -0.4895 1.9706 -0.6105 0.315 -0.272 -0.075
H 1.2044 0.1117 -1.6913 -0.453 0.294 0.047
```
Positions in Å, forces in eV/Å.

DFT total energy ... -344.550102 Eh
Maximum force ... 0.71 eV/A
HOMO energy ... -10.3 eV
Relative energy (zero: lowest compared OMol25 entry of this formula, charge and spin) ... 136.0 kJ/mol
Molar mass ... 98.101 g/mol